Below is a molecular structure, C4H7N at a distorted geometry, with properties calculated with ωB97M-V with the def2-TZVPD basis set.

Cartesian coordinates (Å):
C1 1.35 -0.63 0.27
C2 0.47 0.11 -0.68
C3 -1.56 -0.22 0.17
C4 0.49 1.52 -0.65
N1 0.54 2.69 -0.73
H1 1.14 -1.70 0.26
H2 2.37 -0.50 -0.11
H3 1.34 -0.25 1.30
H4 -0.65 -0.34 -0.87
H5 -1.92 -1.26 0.18
H6 -1.27 0.11 1.16
H7 -2.29 0.46 -0.29

Calculated values
Max |F| ... 1.67 eV/A
2S+1 ... 1
Electronic energy ... -5747.4484 eV
Relative energy (zero: lowest compared OMol25 entry of this formula, charge and spin) ... 382.9 kJ/mol
Net charge ... 0
Kohn-Sham gap ... 8.30 eV
HOMO ... -8.637 eV

Below is a molecular structure, C48H42MoN8O3S3 at a distorted geometry, with properties calculated with ωB97M-V with the def2-TZVPD basis set.

Cartesian coordinates (Å):
Mo1 -0.50 0.00 0.51
C1 -1.84 3.13 -1.60
O1 -1.57 2.75 -0.27
C2 -0.67 3.50 0.43
C3 -0.42 4.83 0.12
C4 0.58 5.54 0.77
C5 1.38 4.90 1.70
C6 1.11 3.58 2.04
C7 0.04 2.86 1.48
N1 -0.27 1.57 1.85
N2 -0.90 0.36 3.84
C8 -0.81 -1.05 3.89
C9 -1.13 -1.76 2.75
O2 -1.47 -1.06 1.68
C10 -1.00 -3.17 2.71
C11 -0.50 -3.82 3.80
C12 -0.14 -3.12 4.97
C13 0.43 -3.79 6.07
C14 0.83 -3.10 7.18
C15 0.64 -1.71 7.25
C16 0.08 -1.03 6.20
C17 -0.30 -1.72 5.03
H1 -2.65 3.87 -1.64
H2 -2.15 2.23 -2.13
H3 -0.95 3.54 -2.09
H4 -1.00 5.31 -0.64
H5 0.76 6.57 0.50
H6 2.22 5.40 2.14
H7 1.79 3.08 2.71
H8 -1.23 -3.69 1.79
H9 -0.34 -4.89 3.77
H10 0.57 -4.86 6.02
H11 1.29 -3.61 8.02
H12 0.96 -1.17 8.13
H13 -0.09 0.03 6.24
S1 0.29 -1.93 -0.66
C18 1.59 -2.40 0.48
N3 2.12 -3.59 0.38
N4 1.85 -4.31 -0.70
C19 1.69 -5.67 -0.61
C20 1.77 -6.31 0.63
C21 1.50 -7.66 0.73
C22 1.17 -8.39 -0.40
C23 1.12 -7.77 -1.64
C24 1.38 -6.41 -1.76
N5 1.91 -1.63 1.49
N6 1.12 -0.58 1.70
C25 1.32 0.11 2.82
C26 2.41 -0.04 3.69
C27 2.55 0.78 4.78
C28 1.62 1.83 5.03
C29 0.57 2.05 4.21
C30 0.21 1.08 3.13
H14 1.50 -3.82 -1.52
H15 2.01 -5.71 1.50
H16 1.53 -8.15 1.69
H17 0.93 -9.44 -0.32
H18 0.86 -8.34 -2.52
H19 1.34 -5.92 -2.72
H20 3.13 -0.81 3.46
H21 3.39 0.66 5.45
H22 1.78 2.47 5.88
H23 -0.16 2.82 4.42
H24 -1.79 0.68 3.46
S2 2.68 2.91 -1.20
C31 1.59 1.85 -0.82
N7 0.75 1.05 -0.54
O3 1.83 -1.08 -3.45
S3 0.72 -0.20 -3.81
C32 1.45 1.48 -4.11
C33 1.22 1.87 -5.55
C34 1.33 0.58 -6.36
C35 0.44 -0.43 -5.64
H25 2.51 1.37 -3.88
H26 1.00 2.16 -3.40
H27 1.95 2.60 -5.88
H28 0.22 2.30 -5.68
H29 2.36 0.23 -6.35
H30 1.02 0.73 -7.39
H31 0.68 -1.46 -5.89
H32 -0.61 -0.23 -5.82
N8 -1.97 0.12 -0.50
C36 -3.15 0.06 -0.98
C37 -3.50 -0.84 -2.08
C38 -4.81 -1.04 -2.52
C39 -5.08 -1.91 -3.56
C40 -4.05 -2.62 -4.16
C41 -2.75 -2.45 -3.71
C42 -2.47 -1.56 -2.70
C43 -4.13 0.96 -0.35
C44 -5.00 1.76 -1.08
C45 -5.80 2.68 -0.42
C46 -5.74 2.82 0.95
C47 -4.88 2.01 1.69
C48 -4.08 1.09 1.04
H33 -5.63 -0.54 -2.02
H34 -6.09 -2.04 -3.90
H35 -4.27 -3.32 -4.95
H36 -1.94 -3.03 -4.14
H37 -1.45 -1.42 -2.38
H38 -5.02 1.70 -2.16
H39 -6.46 3.32 -0.99
H40 -6.33 3.57 1.46
H41 -4.82 2.12 2.76
H42 -3.40 0.46 1.60

Calculated values
Max |F| ... 2.49 eV/A
2S+1 ... 3
Electronic energy ... -102879.9118 eV
Relative energy (zero: lowest compared OMol25 entry of this formula, charge and spin) ... 143.1 kJ/mol
Net charge ... 0
Kohn-Sham gap (spin up / spin down) ... 5.94 / 5.83 eV
HOMO (spin up / spin down) ... -6.993 / -7.380 eV

Below is a molecular structure, C13H15Cl2N3S2Sn at a distorted geometry, with properties calculated with ωB97M-V with the def2-TZVPD basis set.

Cartesian coordinates (Å):
Sn1 0.28 0.21 -2.08
Cl1 -1.73 1.00 -3.63
C1 -3.00 1.60 -2.61
C2 -4.14 2.09 -3.22
C3 -5.20 2.55 -2.43
C4 -5.12 2.48 -1.05
C5 -3.97 2.00 -0.44
Cl2 -3.90 1.94 1.26
C6 -2.86 1.57 -1.21
S1 -1.42 1.12 -0.37
H1 -4.22 2.13 -4.29
H2 -6.08 2.95 -2.89
H3 -5.95 2.81 -0.44
S2 -1.70 -4.22 -1.41
C7 -1.08 -2.78 -1.54
N1 -0.56 -1.71 -1.63
C8 1.04 -0.36 1.72
C9 2.02 -0.79 2.89
N2 3.28 -1.10 2.29
C10 3.19 -2.22 1.42
C11 2.20 -1.82 0.25
N3 1.76 -0.46 0.47
C12 2.88 0.44 0.47
C13 3.86 0.03 1.64
H4 0.71 0.66 1.87
H5 0.18 -1.03 1.70
H6 1.63 -1.66 3.41
H7 2.14 0.03 3.60
H8 2.79 -3.09 1.96
H9 4.17 -2.48 1.02
H10 1.34 -2.48 0.24
H11 2.72 -1.89 -0.71
H12 2.53 1.47 0.63
H13 3.41 0.39 -0.49
H14 3.98 0.85 2.35
H15 4.84 -0.23 1.24

Calculated values
Max |F| ... 1.79 eV/A
2S+1 ... 1
Electronic energy ... -70724.2322 eV
Net charge ... +2
Kohn-Sham gap (spin up / spin down) ... 4.72 / 4.37 eV
HOMO (spin up / spin down) ... -14.055 / -13.991 eV

Below is a molecular structure, C35H68Br2NNbO16P, with properties calculated with ωB97M-V with the def2-TZVPD basis set.

Cartesian coordinates (Å):
C1 0.58 -4.37 -0.38
C2 -0.80 -3.82 -0.06
C3 -0.98 -3.29 1.37
C4 -1.51 -1.87 1.45
O1 -0.44 -0.92 1.31
Nb1 -0.40 0.96 1.49
C5 -0.23 1.26 3.72
C6 -0.08 -0.01 4.59
C7 1.35 -0.53 4.81
C8 1.70 -1.79 3.99
C9 3.14 -1.94 3.49
O2 3.52 -3.30 3.72
C10 4.45 -3.87 2.82
C11 -2.49 1.36 2.27
C12 -3.66 1.55 1.32
O3 -3.95 0.33 0.64
C13 -5.13 0.48 -0.14
C14 -5.31 -0.70 -1.09
C15 1.87 0.77 1.53
N1 2.72 1.40 2.54
C16 4.15 1.41 2.27
C17 0.19 3.21 1.24
Br1 -1.34 4.44 0.90
C18 1.35 3.79 0.41
C19 1.15 4.09 -1.08
P1 -0.84 1.19 -1.12
O4 -1.95 2.30 -1.67
Br2 -1.77 -0.58 -2.10
H1 0.74 -5.33 0.14
H2 1.37 -3.69 -0.04
H3 0.71 -4.53 -1.46
H4 -1.53 -4.62 -0.22
H5 -1.05 -3.02 -0.77
H6 -1.64 -3.94 1.95
H7 -0.01 -3.31 1.89
H8 -2.03 -1.69 2.40
H9 -2.24 -1.66 0.65
H10 0.61 1.95 3.91
H11 -1.13 1.78 4.07
H12 -0.54 0.20 5.57
H13 -0.68 -0.83 4.16
H14 2.08 0.26 4.59
H15 1.45 -0.79 5.87
H16 1.52 -2.69 4.60
H17 1.01 -1.84 3.14
H18 3.83 -1.27 4.03
H19 3.22 -1.71 2.42
H20 4.74 -4.82 3.27
H21 5.35 -3.26 2.65
H22 3.98 -4.06 1.85
H23 -2.79 0.63 3.04
H24 -2.37 2.29 2.84
H25 -4.58 1.84 1.87
H26 -3.45 2.36 0.61
H27 -5.06 1.42 -0.70
H28 -6.01 0.57 0.52
H29 -6.35 -0.75 -1.43
H30 -5.06 -1.63 -0.56
H31 -4.65 -0.61 -1.95
H32 2.10 -0.31 1.51
H33 2.10 1.14 0.51
H34 2.40 2.35 2.69
H35 4.49 2.27 1.66
H36 4.41 0.52 1.70
H37 4.74 1.42 3.19
H38 0.43 3.47 2.28
H39 2.20 3.10 0.53
H40 1.67 4.74 0.88
H41 0.46 4.92 -1.22
H42 2.11 4.35 -1.53
H43 0.78 3.22 -1.63
H44 -1.90 3.08 -1.09
C20 -2.26 -7.41 -3.68
C21 -0.98 -7.31 -2.90
C22 -0.02 -8.48 -2.99
O5 0.64 -8.44 -1.73
C23 -0.20 -7.85 -0.84
O6 -0.02 -7.80 0.34
O7 -1.26 -7.32 -1.48
H45 -2.93 -6.60 -3.41
H46 -2.04 -7.34 -4.75
H47 -2.76 -8.36 -3.48
H48 -0.46 -6.38 -3.12
H49 0.72 -8.40 -3.78
H50 -0.56 -9.43 -3.08
C24 -3.88 4.11 -2.27
C25 -5.38 4.06 -2.34
C26 -6.15 5.31 -1.93
O8 -7.38 4.76 -1.43
C27 -7.12 3.50 -0.99
O9 -7.84 2.81 -0.35
O10 -5.89 3.12 -1.39
H51 -3.47 3.12 -2.43
H52 -3.49 4.78 -3.03
H53 -3.55 4.47 -1.29
H54 -5.72 3.74 -3.33
H55 -6.37 6.00 -2.73
H56 -5.64 5.82 -1.11
C28 4.92 -5.15 -3.71
C29 5.56 -4.62 -2.47
C30 4.71 -4.60 -1.21
O11 5.24 -3.48 -0.50
C31 5.79 -2.63 -1.39
O12 6.19 -1.54 -1.15
O13 5.86 -3.22 -2.61
H57 5.56 -4.98 -4.58
H58 4.76 -6.23 -3.61
H59 3.96 -4.67 -3.88
H60 6.51 -5.12 -2.26
H61 4.78 -5.48 -0.59
H62 3.66 -4.39 -1.45
C32 2.17 9.23 -0.27
C33 1.27 8.19 -0.87
C34 1.63 7.68 -2.26
O14 0.36 7.34 -2.80
C35 -0.58 8.09 -2.18
O15 -1.72 8.15 -2.51
O16 -0.04 8.75 -1.13
H63 1.74 9.63 0.64
H64 3.13 8.78 -0.02
H65 2.34 10.05 -0.97
H66 1.13 7.35 -0.20
H67 2.27 6.80 -2.27
H68 2.07 8.48 -2.87

Calculated values
Max |F| ... 0.91 eV/A
2S+1 ... 1
Electronic energy ... -222572.0931 eV
Net charge ... -1
Kohn-Sham gap ... 5.63 eV
HOMO ... -3.950 eV